# 1
21
Properties=species:S:1:pos:R:3:mulliken_charge:R:1 method="wB97M-V/def2-TZVPD" e_lumo_ha=-0.005 homo_ev=-9.40
C -0.789 0.745 0.031 0.5277
C 1.491 0.007 0.016 0.6354
C 2.246 -1.228 -0.267 -0.6664
C 3.688 -1.059 -0.354 -0.3269
C 4.218 0.081 0.108 -0.0656
C 2.135 1.103 0.443 -0.2015
C -2.164 0.385 0.216 0.2570
C -3.220 1.043 -0.259 -0.1394
C -4.342 0.077 -0.171 -0.3476
C -3.834 -1.105 0.452 -0.1904
H 1.865 -1.993 -0.710 0.5242
H 4.436 -1.875 -0.547 0.2883
H 5.255 -0.006 0.265 0.3519
H 1.425 1.843 1.043 0.2452
H -3.083 2.113 -0.906 0.2468
H -5.346 0.185 -0.817 0.2398
H -4.492 -2.008 0.760 0.3453
N 3.518 1.119 0.553 -0.5538
O -0.576 1.966 -0.261 -0.5714
O 0.039 -0.468 -0.154 -0.2648
O -2.470 -0.924 0.558 -0.3336



# 2
26
Properties=species:S:1:pos:R:3:mulliken_charge:R:1 method="wB97M-V/def2-TZVPD" e_lumo_ha=-0.197 homo_ev=-11.63 total_charge=+1
C 2.922 -0.300 1.955 -1.1509
C 1.655 -1.036 1.382 0.5840
C 1.915 -1.926 0.116 -0.9547
N 0.480 -0.859 1.938 -0.5263
C -0.389 -0.338 0.905 0.2954
C 0.081 0.850 0.200 -0.6590
C -0.711 1.464 -0.920 -0.3073
C -0.099 2.707 -1.615 0.8046
F -0.737 3.087 -2.758 -0.2497
F 1.216 2.454 -1.974 -0.2394
F -0.068 3.739 -0.696 -0.2206
C -1.987 0.882 -1.295 -0.9118
C -2.436 -0.338 -0.555 1.7870
N -3.648 -1.104 -0.750 -0.6577
S -3.613 -2.367 0.326 0.1980
N -2.198 -2.165 1.159 -0.5208
C -1.683 -1.027 0.579 0.5481
H 3.781 -1.018 2.103 0.3773
H 3.252 0.402 1.129 0.3051
H 2.700 0.299 2.870 0.3199
H 0.968 -2.232 -0.409 0.2786
H 2.488 -1.288 -0.622 0.2908
H 2.479 -2.866 0.346 0.3680
H 1.053 1.342 0.463 0.3367
H -2.624 1.318 -2.101 0.3045
Ag -4.795 0.322 -1.775 0.6000



# 3
23
Properties=species:S:1:pos:R:3:mulliken_charge:R:1 method="wB97M-V/def2-TZVPD" e_lumo_ha=0.017 homo_ev=-8.37
C 2.703 -1.258 -1.563 -0.4002
C 1.741 -2.137 -1.433 -0.7321
C 2.487 0.090 -1.453 -0.4285
C 0.388 -1.687 -1.134 -0.4446
C 1.227 0.604 -1.223 -0.2040
C 0.187 -0.297 -1.006 -0.0293
C -0.852 0.690 2.799 -0.6171
C -0.534 0.109 1.632 -0.2524
C -2.405 1.282 1.273 0.3401
C -1.296 0.165 -0.670 0.5407
N -1.953 1.504 2.531 -0.1184
N -1.522 0.410 0.698 0.2211
O -3.333 1.863 0.808 -0.6052
Cl -1.567 1.775 -1.471 -0.1502
Cl -2.614 -1.110 -1.231 -0.1981
H 3.729 -1.634 -1.651 0.3279
H 2.070 -3.089 -1.599 0.4822
H 3.256 0.889 -1.523 0.3141
H -0.459 -2.273 -1.059 0.5148
H 1.124 1.713 -1.164 0.3227
H -0.302 0.836 3.632 0.4562
H 0.374 -0.432 1.513 0.4170
H -2.451 1.986 3.295 0.2431



# 4
36
Properties=species:S:1:pos:R:3:mulliken_charge:R:1 method="wB97M-V/def2-TZVPD" e_lumo_ha=0.111 homo_ev=-0.51 total_charge=-2
Ti -1.227 0.401 -0.582 0.5843
O -0.645 -3.568 -0.649 -0.6784
C -0.535 -2.368 -0.616 0.3302
O -1.536 -1.495 -0.634 -0.3904
C 0.780 -1.632 -0.558 0.0136
C 2.012 -2.088 -0.874 -0.7186
C 3.105 -1.139 -0.753 -0.3097
C 2.871 0.182 -0.681 -1.6423
C 1.454 0.646 -0.813 1.8607
N 0.580 -0.335 -0.199 0.1940
C 1.043 1.904 0.011 0.6829
O 1.845 2.568 0.622 -0.7082
O -0.261 1.975 0.062 -0.4078
H 2.163 -3.122 -1.148 0.5217
H 4.124 -1.510 -0.709 0.4068
H 3.655 0.917 -0.556 0.4930
N 0.647 0.574 2.656 -0.2267
N -0.024 -0.228 3.555 -0.4512
C -1.340 -0.512 3.379 0.4121
N -1.822 -1.326 4.384 -0.5328
S -2.344 -0.061 2.146 -0.3001
H 1.057 0.066 1.881 0.1051
H 1.242 1.256 3.091 0.2274
H 0.498 -0.903 4.098 0.2709
H -1.474 -1.142 5.313 0.2126
H -2.816 -1.479 4.321 0.2664
Te -3.766 1.822 -0.806 -0.3634
Te -5.890 1.023 0.635 -0.5498
Te -6.645 0.746 -3.760 -0.6279
Te -4.078 0.336 -3.159 -0.2092
Cl 0.624 1.290 -4.947 -0.0609
C 1.527 1.293 -3.499 0.2726
Cl 1.591 3.382 -2.984 -0.2493
Cl 3.210 1.002 -3.695 -0.0935
C 0.807 0.841 -2.262 -0.0616
N -0.431 0.683 -2.269 -0.2723